{
  "formula": "C35H64BrF3N2O15P2S",
  "method": "ωB97M-V with the def2-TZVPD basis set",
  "elements": ["C", "C", "N", "C", "C", "C", "C", "N", "C", "C", "O", "S", "O", "O", "C", "C", "C", "O", "C", "O", "C", "C", "C", "C", "C", "C", "C", "C", "C", "C", "C", "O", "C", "C", "C", "O", "C", "C", "F", "F", "F", "C", "Br", "H", "H", "H", "H", "H", "H", "H", "H", "H", "H", "H", "H", "H", "H", "H", "H", "H", "H", "H", "H", "H", "H", "H", "H", "H", "H", "H", "H", "H", "H", "H", "H", "H", "H", "H", "H", "H", "H", "H", "H", "H", "H", "H", "H", "H", "H", "C", "O", "P", "O", "O", "C", "O", "C", "H", "H", "H", "H", "H", "H", "H", "H", "H", "C", "O", "P", "O", "O", "C", "O", "C", "H", "H", "H", "H", "H", "H", "H", "H", "H"],
  "positions_angstrom": [[6.7860, -3.4792, -0.9951], [5.3670, -4.2964, -1.1039], [4.3103, -3.2605, -1.1162], [2.9192, -3.8161, -1.3983], [2.9012, -5.4395, -1.2440], [3.2221, -6.4033, -2.4454], [3.2039, -7.9290, -2.1841], [2.9038, -8.5988, -0.9613], [2.6348, -7.7202, 0.1286], [2.6133, -6.1719, 0.1080], [2.7294, -3.5393, -2.7862], [1.1922, -3.6727, -3.4224], [1.0008, -4.9781, -4.1848], [0.1748, -3.8177, -2.1099], [-0.1537, -2.5569, -1.4590], [-0.9348, -1.6423, -2.4935], [-2.3123, -1.1184, -1.7986], [-3.2483, -0.9291, -2.9255], [-4.0221, 0.2434, -2.7519], [-5.2059, 0.2119, -3.1849], [1.1056, -1.8453, -0.6637], [0.4480, -1.3610, 0.7094], [0.9513, -0.1347, 1.5451], [2.4441, 0.3849, 1.5343], [3.1590, 0.3080, 3.0057], [4.7225, 0.0697, 2.7390], [5.7093, 0.7084, 3.8332], [7.1267, 1.0652, 3.1360], [7.6671, -0.0525, 2.1256], [9.1004, 0.3414, 1.4541], [10.3188, 0.3234, 2.4958], [11.0402, 1.5717, 2.3454], [11.5009, 2.1059, 3.6112], [1.9013, -0.7795, -1.5298], [1.4120, 0.7245, -1.5919], [0.0422, 1.0085, -1.2378], [-0.2855, 2.4015, -1.4597], [-0.9219, 3.0796, -0.1597], [0.1151, 3.4967, 0.7093], [-1.6048, 4.2563, -0.5900], [-1.8863, 2.2848, 0.5048], [1.9792, -3.1855, -0.2773], [3.1823, -2.8937, 1.3311], [6.5227, -2.4771, -0.5124], [7.2056, -3.2980, -2.0398], [7.5443, -4.0571, -0.3431], [5.3723, -4.9660, -0.1628], [5.4705, -4.9062, -2.0743], [4.5660, -2.5637, -1.8300], [3.4796, -5.9405, -3.4675], [3.4491, -8.5991, -3.0886], [2.3943, -8.2147, 1.1411], [2.3608, -5.6018, 1.0570], [-0.9307, -2.8836, -0.6632], [-0.3693, -0.7997, -2.9998], [-1.3093, -2.3304, -3.3470], [-2.8005, -1.9326, -1.1464], [-2.1672, -0.1722, -1.1797], [-3.5729, 1.1881, -2.2889], [0.3798, -2.2886, 1.4001], [-0.6678, -1.1310, 0.4773], [0.2829, 0.7789, 1.2933], [0.6864, -0.3427, 2.6561], [3.1803, -0.0928, 0.8159], [2.4477, 1.5170, 1.2851], [2.6699, -0.5107, 3.6450], [3.0432, 1.3187, 3.5572], [5.0006, -1.0447, 2.6369], [5.0136, 0.5522, 1.7269], [5.8978, -0.0410, 4.6754], [5.2847, 1.7006, 4.2452], [7.9031, 1.1268, 3.9945], [7.1399, 2.1199, 2.6606], [7.7525, -1.0828, 2.6431], [6.9722, -0.2379, 1.2190], [9.2634, -0.4578, 0.6353], [8.9920, 1.3350, 0.8782], [9.9838, 0.0855, 3.5596], [11.0390, -0.5121, 2.1389], [12.6232, 1.9061, 3.6842], [10.8974, 1.7738, 4.5204], [11.3660, 3.2537, 3.5436], [3.0038, -0.8100, -1.1757], [1.9872, -1.1003, -2.6409], [2.0785, 1.4224, -0.9482], [1.5592, 1.1335, -2.6693], [-1.0412, 2.4862, -2.3183], [0.6733, 2.9518, -1.7457], [1.1958, -3.8922, 0.1936], [-10.1068, -1.2219, -1.4144], [-9.3891, -1.0658, -0.1972], [-9.4093, 0.3605, 0.5272], [-10.6867, 1.1036, 0.4453], [-8.1294, 1.1545, -0.0235], [-7.5251, 0.7863, -1.2531], [-8.9535, -0.0150, 2.0161], [-8.7394, 1.0711, 2.9060], [-10.7876, -2.0689, -1.3180], [-10.6813, -0.3303, -1.6745], [-9.3971, -1.4317, -2.2178], [-8.2336, 0.9006, -2.0761], [-7.1592, -0.2408, -1.2041], [-6.6751, 1.4446, -1.4300], [-9.6259, 1.7071, 2.9558], [-7.8781, 1.6607, 2.5833], [-8.5350, 0.6702, 3.8991], [-7.9792, 8.5989, -1.3633], [-8.5460, 7.3073, -1.5346], [-8.5495, 6.3002, -0.2897], [-8.7707, 6.9204, 1.0355], [-7.2009, 5.4378, -0.4146], [-6.1039, 5.9214, -1.1665], [-9.6664, 5.2401, -0.7242], [-9.8325, 4.1087, 0.1233], [-8.7122, 9.3498, -1.6621], [-7.6778, 8.7860, -0.3305], [-7.1025, 8.6880, -2.0090], [-5.7343, 6.8585, -0.7445], [-6.3899, 6.0598, -2.2114], [-5.3050, 5.1800, -1.1248], [-10.0232, 4.4246, 1.1515], [-8.9428, 3.4773, 0.0889], [-10.6839, 3.5293, -0.2319]],
  "homo_ev": -9.16,
  "fmax_ev_per_a": 5.11,
  "energy_ev": -178626.5198,
  "total_charge": 0,
  "homo_lumo_gap_ev": 9.08
}